Entry from the Open Molecules 2025 dataset: a structure of composition C37H90N4O10 at a distorted geometry (ωB97M-V/def2-TZVPD).

* LUMO: -0.3594 eV
* relative energy (zero: lowest compared OMol25 entry of this formula, charge and spin): 514.04 kcal/mol
* HOMO energy: -7.536 eV
* E: -66236.607 eV

Geometry as ORCA input:
```
! wB97M-V def2-TZVPD RIJCOSX def2/J DEFGRID3
* xyz 0 1
C -13.8684 -32.3976 5.6946
O -13.7588 -31.8606 4.3630
H -13.2299 -33.2642 5.8664
H -13.6643 -31.5950 6.4033
H -14.8655 -32.7772 5.9175
H -13.5095 -32.5800 3.7782
O -13.0090 -29.8801 5.3001
H -13.4976 -30.4302 4.6878
H -13.6827 -29.3985 5.7802
O -13.3622 -33.8748 3.3539
H -13.9854 -34.5928 3.2425
H -13.3998 -33.3940 2.5271
O -11.0122 -33.5159 2.9772
H -11.3444 -33.4280 2.0838
H -11.7745 -33.7811 3.4917
O -11.2026 -31.0933 4.5746
H -12.0035 -31.3683 4.1283
H -11.4932 -30.4329 5.2037
O -14.4758 -30.0937 3.1777
H -14.8618 -30.6441 2.4962
H -14.2720 -30.7005 3.8894
C -15.1433 -32.9441 8.4344
C -15.3437 -34.2643 9.1001
C -15.4994 -33.9580 10.5875
C -16.0398 -35.1428 11.4422
C -17.3088 -35.6146 10.7188
C -17.2497 -35.9410 9.1879
N -16.5882 -34.8670 8.4462
O -16.5355 -35.0550 7.0547
C -16.6036 -37.3110 8.9875
C -18.7247 -35.8959 8.7632
C -14.0048 -35.0242 8.8774
H -14.2662 -32.4322 8.8302
H -16.0445 -32.3325 8.4779
H -15.0075 -33.1335 7.3696
H -14.6028 -33.5766 11.0762
H -16.1832 -33.1129 10.5085
H -16.2142 -34.8853 12.4869
H -15.2445 -35.8824 11.5344
H -18.0079 -34.8662 11.0918
H -17.6933 -36.5285 11.1716
H -17.1556 -37.7870 8.1771
H -15.5264 -37.2984 8.8214
H -16.6612 -37.9962 9.8333
H -19.1542 -36.8970 8.8007
H -19.3224 -35.1840 9.3325
H -18.8914 -35.6510 7.7142
H -13.8944 -35.3107 7.8316
H -13.9797 -35.9887 9.3846
H -13.0791 -34.5670 9.2269
H -17.1623 -34.4193 6.7017
C -11.3091 -30.2649 7.4644
C -12.2216 -30.3361 8.7559
C -11.4496 -29.5066 9.7436
C -12.2213 -29.3039 11.0244
C -13.5351 -28.6105 10.7431
C -14.3936 -29.4294 9.7707
N -13.5872 -29.8361 8.5583
O -14.3383 -30.3197 7.4445
C -14.9504 -30.7489 10.4836
C -15.6334 -28.5884 9.3643
C -12.2615 -31.8336 9.0792
H -11.7400 -30.8392 6.6442
H -10.3548 -30.7345 7.7029
H -11.2394 -29.2113 7.1942
H -10.5474 -30.0577 10.0089
H -11.2790 -28.5108 9.3343
H -11.6172 -28.7482 11.7415
H -12.3945 -30.2862 11.4638
H -13.5334 -27.5465 10.5060
H -14.1261 -28.7245 11.6519
H -14.2867 -31.3046 11.1460
H -15.7688 -30.5241 11.1676
H -15.4135 -31.4165 9.7570
H -15.3738 -27.7251 8.7516
H -16.4497 -28.9668 8.7490
H -16.0114 -27.9479 10.1612
H -11.3493 -32.3693 8.8167
H -13.0913 -32.2931 8.5421
H -12.4430 -31.9956 10.1417
H -14.2905 -29.5704 6.8462
C -19.5157 -34.2279 4.9378
C -18.7018 -32.9767 4.5061
C -19.6814 -31.8025 4.2271
C -19.0219 -30.3973 4.2530
C -18.1837 -30.2769 5.4765
C -17.1367 -31.3848 5.6739
N -17.7493 -32.6927 5.6143
O -16.8541 -33.7424 5.9545
C -15.9315 -31.1347 4.7140
C -16.5892 -31.1416 7.0838
C -17.9988 -33.3264 3.2339
H -18.8142 -35.0452 5.1054
H -20.2235 -34.5908 4.1925
H -20.0334 -34.0725 5.8844
H -20.1688 -31.8504 3.2533
H -20.5125 -31.8221 4.9320
H -19.7669 -29.6033 4.2016
H -18.3389 -30.2274 3.4207
H -18.8898 -30.2200 6.3050
H -17.5625 -29.3830 5.4200
H -16.2207 -31.1416 3.6631
H -15.3968 -30.2036 4.9014
H -15.2995 -32.0221 4.7489
H -17.3497 -31.4506 7.8010
H -15.6872 -31.6841 7.3667
H -16.4268 -30.1135 7.4076
H -18.3012 -34.1532 2.5911
H -16.9552 -33.6005 3.3887
H -17.9794 -32.4281 2.6168
H -16.3515 -33.7560 5.1367
C -15.7525 -37.4965 4.5942
C -15.0957 -36.0824 4.3679
C -14.3627 -35.6716 5.7287
C -13.0707 -36.3204 6.0720
C -12.1214 -36.2847 4.8253
C -12.7166 -36.7197 3.4070
N -14.1052 -36.0690 3.2699
O -14.6457 -36.3186 2.0765
C -11.7934 -36.1994 2.2932
C -12.6180 -38.3316 3.4489
C -16.1836 -35.0464 4.0353
H -14.9930 -38.2783 4.5937
H -16.3191 -37.7763 3.7061
H -16.3980 -37.7427 5.4373
H -14.0107 -34.6401 5.7144
H -15.0418 -35.8172 6.5688
H -13.4242 -37.3184 6.3308
H -12.4934 -35.8537 6.8702
H -11.1972 -36.8061 5.0747
H -11.9443 -35.2110 4.7623
H -10.7899 -36.6250 2.2853
H -12.2703 -36.2122 1.3132
H -11.5723 -35.1386 2.4114
H -13.0704 -38.8194 4.3123
H -13.1956 -38.7119 2.6064
H -11.6001 -38.7196 3.4126
H -16.7966 -34.8946 4.9237
H -16.9584 -35.4276 3.3701
H -15.8668 -34.0253 3.8231
H -14.7117 -35.4770 1.6193
*
```